Record 1
Computed, not measured: a molecular structure, C4H3F6MgNO10PS2 at a distorted geometry, with ωB97M-V with the def2-TZVPD basis set.

CARTESIAN COORDINATES (ANGSTROEM)
Mg 0.2141 0.5073 -1.2290
C 3.5527 -3.8375 2.7785
F 3.9256 -4.5192 1.6898
F 2.2924 -4.1976 3.0998
F 4.3157 -4.2000 3.7747
S 3.5934 -1.8635 2.6189
O 2.4973 -1.3915 1.7228
O 3.4307 -1.3355 3.9765
O 4.8927 -1.6274 1.9440
C -5.0572 -2.5086 0.9424
F -5.9212 -3.4235 0.5489
F -5.5195 -1.9665 2.0658
F -3.8465 -3.0456 1.2431
S -4.8466 -1.0339 -0.4143
O -6.0059 -0.2046 -0.2592
O -3.5816 -0.2781 -0.1060
O -4.6950 -1.7318 -1.6944
P 1.2730 -1.6429 -3.8932
O 0.1319 -0.6212 -4.1004
O 0.0740 -1.8364 -2.9850
O 1.7546 -0.2318 -3.6863
O 0.6969 -1.4945 -5.2670
C 1.1723 7.5657 -0.3983
C 1.0435 6.1124 -0.5271
N 0.9507 4.9777 -0.6886
H 1.5295 7.8675 0.5863
H 0.2102 8.0092 -0.6547
H 1.9225 7.9520 -1.0882

Force components x, y, z for each atom (eV/Å):
Mg 0.002 0.120 0.052
C -1.459 2.441 -0.652
F -0.069 0.185 0.061
F 0.029 -0.303 -0.209
F 1.177 -0.647 1.136
S -0.692 2.530 -3.070
O 1.341 -1.981 1.721
O 0.640 -1.332 -0.325
O -0.731 -0.968 1.600
C 1.742 2.750 -1.316
F -0.155 -0.904 -0.127
F -0.389 0.028 0.763
F -1.024 -0.272 -0.361
S 4.601 0.859 -1.038
O -1.589 -0.165 0.481
O -2.542 -1.992 0.520
O -1.021 -0.325 1.125
P 11.280 -7.887 3.893
O -8.124 4.338 -4.040
O -6.029 -3.568 5.973
O 7.134 6.669 2.272
O -4.144 0.327 -8.464
C 0.148 -0.052 -0.184
C 0.251 -0.087 -0.086
N 0.010 0.387 0.124
H -0.394 -0.149 0.124
H 0.079 0.185 0.254
H -0.072 -0.186 -0.225

## Properties
- relative energy (zero: lowest compared OMol25 entry of this formula, charge and spin) (eV) = 6.026
- energy (eV) = -78857.2355
- charge = -3
- lowest unoccupied orbital energy (eV) = 5.0034
- Kohn-Sham gap (eV) = 2.552

Record 2
Computed, not measured: a gas-phase ion, C7H13N2O (charge +1), with ωB97M-V with the def2-TZVPD basis set.

CARTESIAN COORDINATES (ANGSTROEM)
C 2.9668 -0.9606 0.9778
C 1.8023 -0.0309 0.8577
O 1.5587 0.8625 1.6291
N 0.9013 -0.2462 -0.2773
C 1.1752 0.7172 -1.3585
C -0.4608 -0.2390 0.1943
C -1.0955 1.1049 0.4710
N -2.3582 1.0478 0.2841
C -2.8024 -0.3226 -0.1010
C -1.5233 -0.8642 -0.7266
H 3.0299 -1.3117 2.0074
H 3.8813 -0.3956 0.7810
H 2.9002 -1.7941 0.2869
H 0.2852 0.8289 -1.9780
H 1.4550 1.7007 -0.9684
H 1.9707 0.3494 -2.0025
H -0.5101 -0.7570 1.1642
H -0.5929 2.0152 0.7719
H -2.9846 1.8394 0.3792
H -3.0302 -0.8514 0.8274
H -3.6932 -0.2931 -0.7198
H -1.3953 -0.4521 -1.7294
H -1.4801 -1.9477 -0.7704

Force components x, y, z for each atom (eV/Å):
C 0.118 0.154 -0.089
C -0.069 0.193 -0.163
O -0.020 -0.282 0.047
N -0.068 -0.169 0.276
C 0.024 -0.085 -0.038
C -0.084 0.198 0.055
C -0.060 0.100 -0.087
N 0.034 -0.087 -0.162
C -0.057 -0.001 0.142
C 0.122 0.180 -0.017
H 0.003 0.010 -0.011
H 0.000 -0.028 0.014
H -0.027 -0.006 -0.002
H 0.057 -0.021 -0.037
H -0.034 0.019 -0.024
H 0.058 0.005 0.037
H 0.118 -0.027 -0.041
H 0.025 -0.025 0.065
H -0.026 -0.046 0.169
H -0.126 -0.013 -0.037
H 0.087 0.098 -0.117
H -0.097 -0.160 -0.059
H 0.022 -0.006 0.080

## Properties
- relative energy (zero: lowest compared OMol25 entry of this formula, charge and spin) (eV) = 1.601
- SMILES = CC(=O)N(C)[C@H]1C=[NH+]CC1
- energy (eV) = -12490.4364
- charge = +1
- lowest unoccupied orbital energy (eV) = -4.3913
- Kohn-Sham gap (eV) = 8.813

Record 3
Computed, not measured: a single C27H37N7O molecule at a distorted geometry, with ωB97M-V with the def2-TZVPD basis set.

CARTESIAN COORDINATES (ANGSTROEM)
C 9.4090 0.6715 -0.2666
C 7.9254 0.3271 -0.2229
C 7.6904 -0.9518 0.5979
N 6.3422 -1.4443 0.7433
C 5.4221 -0.6930 1.5604
C 4.5489 0.3104 0.7769
N 3.8746 -0.3801 -0.2976
C 2.5537 -0.6529 -0.4327
O 2.1590 -1.3853 -1.3240
C 1.6012 0.0288 0.5476
C 0.2138 -0.6282 0.5198
C -0.5592 -0.3013 -0.7625
N -0.6189 1.1255 -0.9638
C -1.6660 1.8875 -0.5726
N -1.4765 3.1928 -0.4730
N -2.4504 4.0383 -0.1809
C -3.6795 3.6651 0.0259
C -4.6794 4.7320 0.3408
C -4.0209 2.2847 -0.0419
C -5.1602 1.4970 0.1202
C -6.5720 1.8901 0.3581
N -4.7506 0.2184 -0.0671
C -5.5121 -0.9609 -0.0222
C -5.2680 -1.9462 -0.9741
C -5.9934 -3.1189 -0.9510
C -6.9715 -3.3379 0.0148
C -7.7503 -4.6168 0.0228
C -7.1885 -2.3561 0.9719
C -6.4645 -1.1773 0.9653
N -3.4500 0.1156 -0.3541
C -2.9769 1.3583 -0.3383
C 0.6881 1.7271 -1.0771
C 1.4732 1.5261 0.2201
C 4.8208 -1.0170 -1.1955
C 5.6893 -2.0145 -0.4140
H 9.7935 0.8324 0.7383
H 9.9752 -0.1373 -0.7233
H 9.5747 1.5765 -0.8465
H 7.3792 1.1599 0.2243
H 7.5619 0.1839 -1.2420
H 8.0795 -0.7901 1.6089
H 8.2749 -1.7618 0.1496
H 4.7472 -1.4129 2.0427
H 5.9779 -0.1673 2.3383
H 5.1765 1.0943 0.3373
H 3.8442 0.7795 1.4588
H 2.0033 -0.0927 1.5596
H 0.3199 -1.7104 0.6014
H -0.3575 -0.2688 1.3795
H -1.5701 -0.7025 -0.7030
H -0.0365 -0.7454 -1.6133
H -4.1584 5.6784 0.4524
H -5.4050 4.8243 -0.4674
H -5.2139 4.4997 1.2607
H -7.2529 1.1377 -0.0365
H -6.7728 2.8393 -0.1329
H -6.7732 2.0171 1.4233
H -4.5055 -1.7754 -1.7178
H -5.8025 -3.8785 -1.6947
H -7.0943 -5.4540 0.2598
H -8.5483 -4.5846 0.7600
H -8.1853 -4.8043 -0.9575
H -7.9292 -2.5152 1.7422
H -6.6250 -0.4437 1.7394
H 0.5553 2.7901 -1.2787
H 1.2111 1.2465 -1.9096
H 2.4547 1.9916 0.1233
H 0.9336 2.0257 1.0278
H 5.4363 -0.2400 -1.6599
H 4.2520 -1.5374 -1.9669
H 5.0345 -2.8202 -0.0585
H 6.4419 -2.4484 -1.0731

Force components x, y, z for each atom (eV/Å):
C -0.232 0.026 -0.040
C 0.168 -0.201 0.145
C -0.032 0.191 -0.118
N -0.039 -0.047 0.042
C -0.112 0.160 -0.046
C 0.136 -0.022 0.418
N 0.416 -0.028 -0.157
C -0.148 0.173 0.332
O -0.252 -0.232 -0.179
C -0.143 -0.116 0.110
C 0.142 -0.060 -0.261
C -0.131 -0.548 0.140
N 0.032 -0.003 -0.195
C -0.034 0.453 -0.107
N 0.933 -1.140 -0.183
N -1.127 0.957 0.330
C -0.025 0.123 0.016
C 0.080 -0.075 -0.059
C 0.564 -0.613 -0.090
C 0.183 0.285 -0.090
C -0.092 0.014 0.052
N 0.340 0.928 0.064
C -0.455 -0.789 0.020
C 0.007 0.162 0.010
C -0.042 0.076 0.114
C -0.007 0.051 0.046
C 0.033 -0.033 -0.002
C -0.015 -0.088 -0.105
C 0.249 0.168 -0.113
N 0.484 -0.423 -0.083
C -1.125 0.322 0.271
C 0.290 0.389 0.048
C -0.025 -0.035 -0.133
C 0.071 -0.343 -0.239
C -0.121 0.106 -0.086
H 0.104 0.026 0.094
H 0.120 -0.065 -0.041
H 0.108 0.059 -0.025
H -0.095 0.010 -0.058
H -0.101 0.048 -0.003
H 0.102 -0.023 -0.036
H 0.090 0.032 0.052
H -0.065 0.122 0.069
H -0.001 -0.006 0.056
H -0.065 0.003 0.083
H -0.021 0.028 -0.064
H 0.009 0.047 -0.093
H -0.035 -0.024 0.061
H -0.017 -0.012 0.042
H 0.289 -0.031 -0.073
H -0.136 0.037 0.092
H 0.003 0.041 0.011
H -0.124 0.056 -0.012
H -0.111 0.045 0.073
H -0.059 0.061 0.014
H -0.030 0.008 0.003
H -0.085 -0.008 0.011
H 0.050 0.018 -0.062
H 0.029 -0.071 -0.094
H -0.025 -0.096 0.018
H -0.064 -0.050 0.024
H -0.067 -0.060 -0.028
H -0.068 -0.024 0.066
H 0.003 0.093 0.058
H 0.153 -0.175 -0.061
H -0.026 0.036 -0.022
H 0.037 0.056 0.049
H 0.032 0.048 0.023
H -0.005 -0.045 0.006
H 0.115 0.103 0.056
H -0.022 -0.018 -0.146
H 0.009 -0.057 -0.015

## Properties
- relative energy (zero: lowest compared OMol25 entry of this formula, charge and spin) (eV) = 2.089
- SMILES = CCCN1CCN(C(=O)C2CCN(c3nnc(C)c4c(C)n(-c5ccc(C)cc5)nc34)CC2)CC1
- energy (eV) = -41077.6508
- charge = 0
- lowest unoccupied orbital energy (eV) = 0.5501
- Kohn-Sham gap (eV) = 7.817

Record 4
Computed, not measured: a molecular structure, C19H30ClFGaINO13 at a distorted geometry, with ωB97M-V with the def2-TZVPD basis set.

CARTESIAN COORDINATES (ANGSTROEM)
C -3.1593 -1.8469 1.8768
C -2.6491 -0.2875 1.5539
C -3.0287 0.2199 0.0419
F -4.2076 -0.5375 -0.5188
Ga -1.4489 0.2817 -1.2895
I -2.4089 1.4664 -3.4790
C -0.0089 1.5545 -0.5313
N 1.4214 1.0514 -0.6551
C 1.8218 0.6033 0.7666
C -0.7550 -1.5609 -1.9173
C -0.7970 -2.7474 -0.7870
O -1.4729 -3.8814 -1.1156
Cl 0.0233 -2.7256 0.8751
H -4.2941 -1.8822 2.1677
H -2.4626 -2.3183 2.7134
H -3.0475 -2.4618 0.8776
H -3.2618 0.3994 2.3089
H -1.5174 -0.1430 1.8272
H -3.4173 1.3414 0.1532
H -0.1151 2.6018 -1.0914
H -0.2470 1.7651 0.6009
H 1.9906 1.9418 -0.7802
H 0.8910 -0.0035 1.1793
H 2.7313 -0.1382 0.7718
H 1.9682 1.5306 1.4789
H -1.3773 -1.9231 -2.8510
H 0.3650 -1.4187 -2.2697
C -0.7797 -5.5467 4.3333
C 0.4100 -5.3775 5.2216
O 0.5475 -3.9725 5.3172
C -0.6792 -3.4347 5.0532
O -0.9650 -2.2598 5.2134
O -1.5439 -4.3830 4.5879
H -1.3530 -6.4467 4.5720
H -0.5100 -5.5672 3.2723
H 0.2446 -5.7857 6.2242
H 1.3123 -5.8278 4.7989
C 3.4709 4.6568 -4.0855
C 4.1309 3.5536 -3.3237
O 3.5657 3.6670 -2.0315
C 2.3656 4.3011 -2.1775
O 1.5342 4.4142 -1.2922
O 2.2171 4.7910 -3.4429
H 3.3402 4.4123 -5.1432
H 4.0134 5.6045 -4.0035
H 3.8920 2.5646 -3.7288
H 5.2176 3.6680 -3.2832
C -5.7716 4.7487 -0.5575
C -4.6975 4.6027 0.4711
O -3.8650 3.5939 -0.0685
C -4.0636 3.5959 -1.4192
O -3.3846 2.9700 -2.2161
O -5.1199 4.3900 -1.7614
H -6.1571 5.7703 -0.6149
H -6.6075 4.0616 -0.3897
H -4.1093 5.5183 0.5943
H -5.0923 4.3002 1.4449
C 4.0953 -3.1394 -0.6834
C 4.0382 -2.3170 -1.9298
O 5.3765 -1.8902 -2.0996
C 6.1663 -2.7897 -1.4433
O 7.3829 -2.8250 -1.5231
O 5.4172 -3.6447 -0.6874
H 3.3681 -3.9560 -0.6897
H 3.9490 -2.5392 0.2207
H 3.7404 -2.9042 -2.8049
H 3.3669 -1.4593 -1.8321

Force components x, y, z for each atom (eV/Å):
C 0.759 0.241 -0.795
C -1.705 -0.109 0.920
C -0.655 0.931 0.865
F 1.591 0.976 1.210
Ga -0.093 0.327 0.220
I 3.306 -5.188 -3.758
C -0.487 1.589 0.218
N 0.761 1.547 2.049
C -0.988 -0.679 0.210
C 1.204 -1.758 0.266
C -4.052 -5.445 -4.629
O 4.309 6.951 2.881
Cl -0.553 0.265 -1.623
H 2.292 0.179 -0.439
H -1.703 0.977 -1.714
H -0.199 1.053 2.107
H 1.408 -1.352 -1.372
H -2.116 -0.366 -0.834
H 0.679 -2.559 -0.245
H 0.236 -2.283 1.186
H 0.358 -0.104 -1.903
H -0.803 -1.553 0.015
H 2.061 1.159 -0.733
H -1.493 1.623 -0.028
H -0.068 -1.838 -1.247
H 1.233 0.397 2.201
H -2.098 -0.215 0.953
C -0.329 -0.876 -0.674
C 0.725 -0.714 0.317
O -0.631 0.465 -0.176
C -0.777 2.648 0.235
O 0.692 -2.760 -0.310
O 0.472 0.729 0.468
H -0.063 0.257 -0.043
H -0.026 0.034 0.086
H -0.004 0.032 -0.057
H -0.064 0.235 0.103
C 0.206 0.435 -0.922
C 0.857 -0.725 -0.318
O -0.725 0.485 0.116
C -1.978 0.264 1.849
O 2.076 -0.166 -2.018
O -0.014 -0.307 0.858
H -0.162 0.087 0.201
H -0.020 -0.056 0.014
H -0.012 0.100 0.044
H -0.187 -0.054 0.186
C -0.984 0.400 0.020
C 0.097 0.308 1.000
O -0.224 -0.011 -0.738
C 1.193 -0.851 -1.184
O -3.968 5.797 5.139
O 0.504 -0.355 0.118
H 0.078 -0.161 -0.173
H 0.073 0.032 0.018
H -0.037 -0.054 -0.031
H 0.199 -0.088 -0.145
C -1.023 -0.245 0.666
C -1.164 0.400 -0.512
O 0.987 -0.560 0.510
C 2.197 -0.009 -0.189
O -2.520 0.057 0.174
O 0.917 0.426 -0.594
H 0.238 0.067 0.061
H -0.008 -0.037 -0.100
H 0.039 0.027 0.083
H 0.188 -0.024 -0.063

## Properties
- energy (eV) = -124010.0562
- charge = -1
- lowest unoccupied orbital energy (eV) = 2.2024
- Kohn-Sham gap (eV) = 5.408

Record 5
Computed, not measured: a molecular structure, C23H19BrLaN10S3 at a distorted geometry, with ωB97M-V with the def2-TZVPD basis set.

CARTESIAN COORDINATES (ANGSTROEM)
La 0.1623 -0.0546 -0.1545
S -0.7843 1.9026 1.8716
C -2.2043 1.3918 1.1237
S -2.5619 1.3026 -0.5508
C -3.1844 0.8536 1.9994
C -2.8657 0.2276 3.1624
N -2.5365 -0.5092 4.0504
C -4.5199 0.4931 1.6097
N -5.6160 0.2073 1.4385
C -0.6068 4.5484 -3.0287
C -0.0679 3.2473 -3.4655
N 0.0504 2.8209 -4.6966
N 0.7020 1.6204 -4.6070
C 0.9394 1.2322 -3.3302
S 1.8247 -0.0793 -2.7480
N 0.4598 2.2818 -2.6132
N 0.5057 2.3862 -1.1999
H -0.9477 5.0654 -3.8817
H 0.1390 5.1311 -2.4504
H -1.4547 4.3885 -2.3701
H 1.0136 1.1282 -5.4265
H 1.3317 2.9442 -0.9739
H -0.2910 2.8846 -0.8573
C 5.3509 1.7352 1.1375
C 4.1171 2.3237 0.9941
C 2.9480 1.5553 1.1918
C 3.0160 0.1943 1.4294
C 4.2564 -0.4427 1.4774
C 5.4344 0.3344 1.3562
N 1.7661 -0.5131 1.5278
N 1.6636 -1.2225 2.6245
C 0.4904 -1.7601 2.8919
C 0.2186 -2.2171 4.2720
C -1.0179 -2.3583 4.7159
C -2.1530 -1.9597 3.8199
C -1.7238 -2.0812 2.3864
N -0.5433 -1.7774 1.9578
H 6.2222 2.3206 1.1106
H 3.9906 3.3907 0.9115
H 2.0028 2.0308 1.3458
H 4.4087 -1.5123 1.6355
H 6.3424 -0.2104 1.4596
H 1.1022 -2.4434 4.8263
H -1.1955 -2.7209 5.7203
H -3.0478 -2.6151 4.0284
H -2.5011 -2.2836 1.5963
Br -3.2184 -4.8142 -4.4819
C -2.3350 -3.6975 -3.2406
C -1.9061 -4.1585 -2.0237
C -1.3257 -3.2784 -1.1183
N -1.2030 -1.9783 -1.3361
C -1.6084 -1.5354 -2.5315
C -2.1325 -2.3656 -3.4976
H -1.9442 -5.2181 -1.7831
H -1.0572 -3.6731 -0.1132
H -1.5052 -0.4650 -2.7155
H -2.4002 -1.9979 -4.4768

Force components x, y, z for each atom (eV/Å):
La -0.266 -0.297 0.122
S 0.617 0.120 -0.361
C -0.123 0.085 -0.253
S 0.550 0.085 0.258
C -1.320 -0.992 0.895
C 1.021 -0.676 0.336
N -0.895 0.542 -0.608
C 0.305 0.603 0.085
N -0.472 -0.250 -0.262
C 0.410 -0.526 1.329
C 0.604 -1.039 -1.010
N 0.259 0.421 0.538
N -0.334 -0.163 1.292
C 0.506 0.632 -0.654
S -0.323 -0.150 0.145
N -0.826 0.867 0.552
N 1.474 -0.131 -1.061
H -0.227 0.771 -0.917
H -0.295 -0.253 -0.526
H -0.253 0.000 0.153
H -0.120 -0.021 -0.135
H 0.027 -0.242 0.149
H -0.954 0.214 0.065
C -0.501 -1.815 -0.002
C -1.131 -0.518 0.751
C 1.038 0.179 -0.078
C -0.209 -0.820 -0.439
C 1.516 0.716 -0.090
C -2.144 0.352 0.012
N 0.784 0.171 0.262
N -0.974 -0.309 0.602
C 0.370 0.470 1.032
C 0.838 0.174 -1.825
C -0.368 0.025 0.243
C -0.125 -1.144 0.437
C -0.608 0.248 -1.507
N -0.199 -0.280 -0.030
H 1.053 0.620 -0.158
H 0.240 0.207 -0.159
H -0.547 0.396 -0.190
H -0.544 0.295 -0.012
H 0.807 0.093 -0.012
H 0.283 -0.088 0.549
H -0.251 0.081 -0.078
H 0.679 1.102 -0.220
H 0.652 0.272 0.905
Br 0.334 0.250 0.280
C -0.150 -0.327 0.016
C 0.486 -0.926 0.602
C -0.378 -1.085 1.101
N 0.074 0.341 -0.172
C 0.128 0.027 -0.180
C -0.290 0.832 -0.954
H -0.181 0.245 0.082
H 0.095 0.481 -0.868
H -0.056 -0.202 -0.092
H -0.084 0.342 0.063

## Properties
- relative energy (zero: lowest compared OMol25 entry of this formula, charge and spin) (eV) = 2.000
- energy (eV) = -142461.8805
- charge = +1
- lowest unoccupied orbital energy (eV) = -3.7068
- Kohn-Sham gap (eV) = 6.487

Repeat the second record exactly.
Computed, not measured: a gas-phase ion, C7H13N2O (charge +1), with ωB97M-V with the def2-TZVPD basis set.

CARTESIAN COORDINATES (ANGSTROEM)
C 2.9668 -0.9606 0.9778
C 1.8023 -0.0309 0.8577
O 1.5587 0.8625 1.6291
N 0.9013 -0.2462 -0.2773
C 1.1752 0.7172 -1.3585
C -0.4608 -0.2390 0.1943
C -1.0955 1.1049 0.4710
N -2.3582 1.0478 0.2841
C -2.8024 -0.3226 -0.1010
C -1.5233 -0.8642 -0.7266
H 3.0299 -1.3117 2.0074
H 3.8813 -0.3956 0.7810
H 2.9002 -1.7941 0.2869
H 0.2852 0.8289 -1.9780
H 1.4550 1.7007 -0.9684
H 1.9707 0.3494 -2.0025
H -0.5101 -0.7570 1.1642
H -0.5929 2.0152 0.7719
H -2.9846 1.8394 0.3792
H -3.0302 -0.8514 0.8274
H -3.6932 -0.2931 -0.7198
H -1.3953 -0.4521 -1.7294
H -1.4801 -1.9477 -0.7704

Force components x, y, z for each atom (eV/Å):
C 0.118 0.154 -0.089
C -0.069 0.193 -0.163
O -0.020 -0.282 0.047
N -0.068 -0.169 0.276
C 0.024 -0.085 -0.038
C -0.084 0.198 0.055
C -0.060 0.100 -0.087
N 0.034 -0.087 -0.162
C -0.057 -0.001 0.142
C 0.122 0.180 -0.017
H 0.003 0.010 -0.011
H 0.000 -0.028 0.014
H -0.027 -0.006 -0.002
H 0.057 -0.021 -0.037
H -0.034 0.019 -0.024
H 0.058 0.005 0.037
H 0.118 -0.027 -0.041
H 0.025 -0.025 0.065
H -0.026 -0.046 0.169
H -0.126 -0.013 -0.037
H 0.087 0.098 -0.117
H -0.097 -0.160 -0.059
H 0.022 -0.006 0.080

## Properties
- relative energy (zero: lowest compared OMol25 entry of this formula, charge and spin) (eV) = 1.601
- SMILES = CC(=O)N(C)[C@H]1C=[NH+]CC1
- energy (eV) = -12490.4364
- charge = +1
- lowest unoccupied orbital energy (eV) = -4.3913
- Kohn-Sham gap (eV) = 8.813